# 1
49
Properties=species:S:1:pos:R:3:forces:R:3:mulliken_spin:R:1 method="wB97M-V/def2-TZVPD" multiplicity=2 relative_energy_kcal_mol=2.6 s2=0.753 homo_lumo_gap_ev="7.255 / 7.491" max_force_ev_per_a=0.94 total_charge=0 e_homo_ev="-7.0897 / -7.3342" lumo_energy_ev="0.166 / 0.157"
Ti -0.727 -0.321 0.119 -0.1 -0.9 0.4 0.930
S -2.352 -1.677 1.756 0.1 0.1 -0.1 -0.004
C -3.227 -0.256 1.315 -0.1 0.0 0.1 0.033
C -4.535 0.053 1.725 0.0 0.0 0.0 -0.011
C -5.114 1.225 1.304 0.0 0.0 0.0 0.016
C -4.404 2.098 0.469 0.0 0.0 0.0 -0.009
C -3.132 1.735 0.096 -0.1 0.0 0.0 0.031
N -2.562 0.598 0.512 -0.5 0.3 0.1 -0.025
H -5.058 -0.644 2.364 0.0 0.0 0.0 0.000
H -6.121 1.472 1.614 0.0 0.0 0.0 0.002
H -4.835 3.022 0.115 0.0 0.0 0.0 0.000
H -2.527 2.348 -0.562 0.0 0.0 0.0 -0.003
O -1.578 -2.231 -3.341 0.1 0.0 0.2 0.003
N -1.009 -1.734 -2.389 -0.1 0.0 -0.3 -0.003
O 0.220 -1.579 -2.330 0.1 -0.1 -0.1 0.005
O -1.714 -1.319 -1.389 0.0 0.0 -0.2 -0.009
S 0.798 0.789 4.452 0.0 0.0 -0.1 0.004
C 0.353 2.188 3.569 -0.1 0.0 0.0 -0.003
C -0.044 1.837 2.321 0.1 0.1 0.1 0.019
N 0.016 0.493 2.054 0.2 0.0 0.4 -0.017
C 0.443 -0.171 3.094 -0.1 0.0 -0.1 0.017
H 0.390 3.173 4.001 0.0 0.0 0.0 0.000
H -0.391 2.503 1.548 0.0 0.0 0.0 -0.003
H 0.517 -1.247 3.108 0.0 0.0 0.0 0.000
C 2.280 1.066 -1.623 0.0 0.0 0.0 -0.001
C 0.926 1.772 -1.571 0.0 -0.1 -0.1 0.005
C 1.068 3.165 -0.966 0.0 0.0 0.0 -0.002
C 0.307 1.852 -2.964 0.0 0.0 0.0 -0.001
O 0.067 1.000 -0.754 0.4 0.7 -0.3 -0.003
H 2.987 1.623 -2.242 0.0 0.0 0.0 0.000
H 2.151 0.068 -2.040 0.0 0.0 0.0 0.000
H 2.694 0.981 -0.616 0.0 0.0 0.0 0.000
H 1.709 3.794 -1.587 0.0 0.0 0.0 0.000
H 1.511 3.106 0.029 0.0 0.0 0.0 0.000
H 0.091 3.646 -0.890 0.0 0.0 0.0 0.000
H 0.904 2.491 -3.619 0.0 0.0 0.0 0.000
H -0.701 2.267 -2.902 0.0 0.0 0.0 0.000
H 0.246 0.856 -3.401 0.0 0.0 0.0 0.000
C 2.903 -3.793 -1.345 0.0 0.0 -0.1 0.001
N 2.455 -3.577 0.031 0.1 -0.1 -0.2 0.000
C 3.294 -4.025 1.133 0.1 0.0 0.0 0.002
C 1.521 -2.687 0.234 -0.3 0.0 0.2 0.040
N 0.648 -1.949 0.395 0.4 -0.1 0.0 -0.011
H 3.122 -4.852 -1.480 0.0 0.0 0.0 0.000
H 3.799 -3.207 -1.563 0.0 0.0 0.0 0.000
H 2.106 -3.501 -2.027 0.0 0.0 0.0 0.000
H 3.556 -5.070 0.968 0.0 0.0 0.0 0.000
H 2.739 -3.950 2.065 0.0 0.0 0.0 0.000
H 4.210 -3.434 1.206 0.0 0.0 0.0 0.000

# 2
47
Properties=species:S:1:pos:R:3:forces:R:3:mulliken_spin:R:1 method="wB97M-V/def2-TZVPD" multiplicity=2 relative_energy_kcal_mol=1.8 s2=0.760 homo_lumo_gap_ev="6.623 / 8.145" max_force_ev_per_a=2.96 total_charge=0 e_homo_ev="-7.2372 / -8.7608" lumo_energy_ev="-0.614 / -0.616"
H 3.187 -0.274 2.837 0.0 0.0 -0.1 0.000
N 2.075 -1.633 1.655 2.0 1.4 -1.5 0.000
B 1.103 -2.947 -0.355 -0.1 0.4 -1.5 -0.001
N 2.134 -1.987 0.303 0.7 0.4 2.4 0.000
C 3.229 -1.412 -0.255 -0.7 0.2 0.9 0.000
Cu 0.747 -2.265 2.835 0.1 -0.1 0.3 0.000
H 3.539 -1.643 -1.264 -0.3 0.2 0.1 0.000
C 3.811 -0.566 0.686 -0.2 -0.3 0.2 0.000
H 4.665 0.073 0.551 0.1 0.0 -0.1 0.000
C 3.059 -0.724 1.863 -0.3 -1.1 -1.2 0.000
H 1.488 -4.077 -0.391 0.2 -0.2 0.0 0.000
C -1.501 0.724 -0.488 -1.7 -1.9 1.4 0.088
H -2.222 0.715 -1.320 0.2 0.2 0.1 -0.004
H -2.025 0.353 0.403 -0.2 -0.1 -0.2 -0.021
H -0.728 -0.012 -0.756 -0.4 0.5 0.2 -0.004
N 0.990 -2.360 -1.800 -0.8 0.3 -0.9 0.001
N -0.338 -2.837 0.195 -0.8 -0.3 2.0 0.000
N 0.174 -1.279 -2.034 0.8 -0.4 -0.7 0.002
N -0.589 -2.589 1.549 -2.4 0.1 -1.8 0.000
C 1.595 -2.745 -2.949 -0.4 0.5 -0.1 0.000
C -1.520 -2.990 -0.454 0.3 0.5 1.1 0.002
H 2.268 -3.590 -2.962 -0.1 0.0 0.0 0.000
H -1.575 -3.293 -1.488 0.2 0.3 0.1 0.000
C 1.177 -1.885 -3.959 0.2 -0.2 0.2 0.001
C -2.551 -2.699 0.437 0.4 -0.1 0.2 -0.002
C 0.288 -0.983 -3.340 0.6 -0.9 0.9 -0.001
C -1.929 -2.435 1.668 0.9 -0.7 -1.1 0.000
H 1.473 -1.901 -4.992 0.0 -0.1 -0.1 0.000
H -3.606 -2.675 0.228 0.0 0.0 -0.1 0.000
H -0.249 -0.159 -3.793 0.0 -0.1 0.2 0.000
H -2.363 -2.178 2.622 0.0 -0.1 -0.1 0.000
H -0.212 1.894 -1.041 1.6 2.1 -0.4 0.086
C -0.479 5.996 0.640 0.2 0.1 -0.2 0.043
Si -1.456 4.606 1.440 -0.1 0.2 0.1 0.053
C -0.910 4.401 3.220 0.2 -0.1 0.2 0.009
C -3.265 5.106 1.405 -0.3 -0.1 -0.1 0.019
C -1.254 3.035 0.533 0.4 0.1 -0.1 0.807
C -0.930 2.064 -0.260 -0.2 -0.4 -0.6 -0.083
H -1.091 6.907 0.570 0.2 -0.2 0.0 0.002
H -0.183 5.701 -0.376 0.0 0.2 0.2 0.000
H 0.430 6.236 1.209 -0.2 -0.1 -0.2 -0.001
H -1.581 4.950 3.897 0.2 -0.1 -0.1 0.000
H -0.933 3.336 3.489 0.0 0.3 0.1 0.001
H 0.114 4.773 3.372 -0.2 -0.1 0.0 0.001
H -3.786 4.530 0.628 0.0 0.2 0.2 -0.003
H -3.753 4.907 2.370 0.1 0.0 -0.3 0.000
H -3.364 6.177 1.175 0.0 -0.3 0.1 0.004

# 3
47
Properties=species:S:1:pos:R:3:forces:R:3:mulliken_spin:R:1 method="wB97M-V/def2-TZVPD" multiplicity=4 relative_energy_kcal_mol=50.2 s2=3.809 homo_lumo_gap_ev="6.217 / 3.393" max_force_ev_per_a=2.98 total_charge=+2 e_homo_ev="-14.9818 / -15.2552" lumo_energy_ev="-8.764 / -11.862"
H -2.765 -0.620 -1.510 0.0 0.3 -0.1 0.004
N -1.563 1.113 -1.232 -2.5 -1.0 -0.8 0.197
B -0.636 3.509 -1.134 0.8 0.3 0.4 0.017
N -1.694 2.455 -1.577 -1.5 0.0 -1.1 0.082
C -2.834 2.613 -2.255 1.5 0.7 0.6 0.067
Re 0.086 0.418 -0.102 0.9 -2.8 -0.2 1.903
H -3.116 3.586 -2.631 -0.1 -0.1 0.0 0.002
C -3.468 1.373 -2.341 -0.8 -0.1 -0.6 0.290
H -4.405 1.176 -2.814 -0.4 -0.1 -0.1 -0.004
C -2.653 0.447 -1.684 2.3 0.8 0.9 0.102
H -0.901 4.634 -1.481 -0.1 -0.5 0.2 -0.001
C 1.917 0.166 0.770 0.7 -0.4 1.0 -0.010
H 2.022 -0.886 1.066 0.3 0.4 0.0 0.021
H 1.864 0.775 1.670 0.5 0.2 0.3 0.010
H 2.753 0.448 0.132 0.1 0.1 0.4 0.012
N 0.722 3.066 -1.745 0.3 0.3 -0.5 0.036
N -0.529 3.371 0.413 0.2 -0.7 0.4 0.005
N 1.194 1.806 -1.453 1.0 -0.6 -0.6 0.070
N -0.325 2.124 1.022 0.1 1.2 0.0 0.051
C 1.585 3.686 -2.575 -1.1 0.1 0.3 0.027
C -0.625 4.295 1.372 -0.2 -0.2 -0.1 -0.003
H 1.404 4.688 -2.964 0.0 -0.4 0.3 0.000
H -0.797 5.338 1.144 0.0 -0.1 -0.1 0.000
C 2.627 2.815 -2.844 0.7 -0.4 -0.2 0.163
C -0.517 3.675 2.603 0.1 -0.1 0.6 0.034
C 2.370 1.644 -2.135 -1.7 0.5 0.9 -0.025
C -0.331 2.319 2.373 0.2 0.6 -1.3 -0.021
H 3.491 2.995 -3.466 -0.1 0.1 0.0 0.000
H -0.535 4.157 3.561 -0.1 0.1 0.2 0.001
H 2.962 0.740 -2.066 -0.2 0.1 0.0 0.000
H -0.183 1.516 3.089 0.0 0.1 -0.3 0.000
H 1.172 -0.539 -1.002 -0.8 0.7 0.0 -0.046
C -0.272 -4.601 3.090 -0.3 0.7 0.0 -0.004
Si 0.035 -4.357 1.245 0.6 -2.7 0.7 0.002
C 1.862 -4.749 0.904 0.0 0.8 -0.3 0.010
C -1.007 -5.542 0.221 -0.3 0.6 -0.1 0.008
C -0.446 -2.602 0.846 0.3 2.8 -0.8 0.305
C -0.467 -1.362 0.569 -0.1 -1.3 -0.1 -0.302
H -0.215 -5.647 3.420 0.1 0.2 -0.4 -0.001
H -1.277 -4.225 3.326 0.1 -0.2 0.1 0.000
H 0.443 -4.014 3.680 -0.1 -0.1 -0.1 0.000
H 2.125 -5.796 1.127 -0.5 0.3 0.0 0.001
H 2.109 -4.568 -0.151 0.0 -0.1 0.2 -0.001
H 2.525 -4.116 1.508 -0.1 -0.1 -0.1 0.002
H -2.062 -5.252 0.309 0.1 -0.2 -0.1 0.000
H -0.724 -5.482 -0.838 -0.1 -0.1 0.2 -0.001
H -0.920 -6.591 0.542 0.2 0.4 0.0 0.001

# 4
49
Properties=species:S:1:pos:R:3:forces:R:3:mulliken_charge:R:1 method="wB97M-V/def2-TZVPD" relative_energy_kcal_mol=5.0 homo_lumo_gap_ev=3.463 max_force_ev_per_a=0.94 total_charge=-1 e_homo_ev=-1.3961 lumo_energy_ev=2.067
C -0.764 5.653 -0.721 0.0 -0.4 0.0 -1.549
C 0.324 4.600 -0.900 0.2 0.5 0.2 0.102
C 1.381 4.698 0.208 -0.4 -0.2 0.0 -1.184
C 1.967 3.353 0.636 0.6 -0.1 -0.4 1.551
C 3.081 3.580 1.675 -0.2 -0.3 0.2 -1.853
C 2.457 2.478 -0.532 -0.4 0.0 -0.1 -1.727
C 1.687 1.148 -0.551 0.6 0.4 0.1 0.809
C 2.324 0.111 -1.458 -0.4 -0.1 -0.1 -0.912
O 2.310 -1.231 -0.908 0.1 0.1 -0.2 -0.423
C 1.063 -1.836 -0.974 0.5 -0.1 0.1 -1.043
C 0.606 -2.299 0.427 0.3 0.0 0.0 1.237
F 0.692 -3.668 0.500 0.0 0.2 0.1 -0.327
F 1.399 -1.806 1.411 -0.3 -0.1 -0.4 -0.311
C -0.858 -1.939 0.774 -0.3 0.3 0.0 0.301
F -1.202 -0.755 0.198 0.1 -0.5 0.3 -0.271
F -1.681 -2.899 0.262 0.1 0.3 0.0 -0.269
C -1.185 -1.792 2.288 -0.1 0.5 0.1 0.657
F -2.548 -1.657 2.365 0.4 0.1 0.0 -0.303
F -0.621 -0.654 2.775 -0.5 -0.8 -0.3 -0.254
C -0.854 -2.966 3.231 0.5 0.1 0.2 0.020
F 0.429 -2.900 3.673 -0.5 -0.2 -0.2 -0.238
F -1.046 -4.151 2.603 0.0 0.1 0.1 -0.231
H -1.441 5.696 -1.572 -0.1 0.1 -0.2 0.420
H -0.325 6.634 -0.561 0.1 0.2 -0.1 0.352
H -1.360 5.419 0.159 -0.1 0.0 0.2 0.351
H -0.099 3.602 -0.921 -0.1 -0.2 0.0 -0.035
H 0.813 4.763 -1.856 0.0 -0.1 -0.3 0.320
H 2.176 5.374 -0.109 0.2 0.1 -0.1 0.240
H 0.908 5.175 1.071 0.0 0.1 0.2 0.377
H 1.163 2.838 1.180 -0.3 -0.2 0.0 0.016
H 3.725 2.710 1.656 0.2 -0.1 0.0 0.445
H 3.691 4.446 1.423 0.1 0.1 -0.1 0.397
H 2.697 3.690 2.694 -0.1 0.3 0.1 0.388
H 2.217 2.983 -1.476 0.1 0.1 -0.1 0.077
H 1.704 0.744 0.461 0.0 -0.2 0.2 0.036
H 0.620 1.265 -0.830 -0.2 -0.1 0.0 -0.045
H 3.356 0.366 -1.653 0.3 0.0 0.3 0.412
H 1.814 0.068 -2.426 0.0 0.0 -0.2 0.345
H 1.145 -2.737 -1.582 -0.2 -0.3 0.0 0.356
H 0.326 -1.190 -1.437 -0.2 0.2 0.1 0.468
H -1.526 -2.903 4.086 0.0 0.0 0.1 0.289
Br -5.912 -5.838 -2.646 0.0 0.0 0.0 -0.154
C -4.304 -5.982 -1.557 -0.2 0.1 0.0 -0.584
C -3.257 -4.979 -1.958 0.2 -0.1 -0.1 -0.398
Br -2.370 -5.487 -3.615 -0.1 0.0 0.0 -0.128
H -3.955 -7.004 -1.652 0.0 0.0 0.0 0.395
H -4.628 -5.800 -0.535 0.0 0.0 0.0 0.362
H -2.471 -4.932 -1.209 0.0 0.0 0.0 0.103
H -3.666 -3.987 -2.114 0.0 0.0 0.0 0.410

# 5
44
Properties=species:S:1:pos:R:3:forces:R:3:mulliken_charge:R:1 method="wB97M-V/def2-TZVPD" homo_lumo_gap_ev=6.230 max_force_ev_per_a=9.05 total_charge=+1 e_homo_ev=-11.6596 lumo_energy_ev=-5.430
C 0.263 -3.266 1.039 1.0 0.6 -1.5 -0.645
C 1.711 -2.457 0.830 -0.8 0.4 -0.4 -0.260
C 1.620 -0.901 1.422 -0.5 -0.4 1.2 -0.760
C 0.854 0.144 0.422 -1.5 1.7 -1.6 0.580
C 1.577 0.713 -0.943 -3.3 0.4 1.0 0.073
C 3.084 0.350 -1.473 -0.2 2.3 0.2 -0.513
Br 3.129 -1.266 -2.721 -0.2 1.3 1.3 -0.035
C 4.249 0.304 -0.320 1.1 -1.8 -1.0 -0.165
C 5.713 0.396 -1.056 0.1 0.7 0.3 -1.073
Br 4.131 1.901 0.919 -0.2 -1.3 -1.0 -0.059
N 0.766 1.657 -1.856 -1.8 -1.1 3.2 -0.027
C -0.635 2.140 -1.578 0.8 -2.0 2.6 -0.619
C -1.460 1.698 -0.233 3.3 -1.2 -0.9 0.226
C -2.959 2.318 0.004 0.8 0.3 1.0 -0.717
C -4.150 1.211 0.203 -0.7 0.0 -0.8 -0.695
C -4.264 0.106 -1.023 -0.7 0.3 0.6 -0.087
N -5.639 -0.567 -0.833 1.4 -0.4 0.8 -0.603
C -0.697 0.646 0.793 1.2 1.2 -3.5 0.678
C -1.526 0.205 2.136 -2.8 3.2 5.3 0.013
O -2.101 1.134 2.929 4.1 -5.7 -5.8 -0.469
O -1.696 -1.210 2.584 2.1 3.3 -0.5 -0.377
H -0.559 -2.537 0.602 1.5 -1.6 1.3 0.047
H 0.074 -3.593 2.146 0.3 0.7 -2.3 0.240
H 0.317 -4.174 0.273 -0.2 1.7 2.0 0.348
H 1.840 -2.359 -0.328 0.1 -0.4 2.2 0.092
H 2.616 -3.032 1.320 -1.9 1.3 -1.0 0.305
H 0.962 -1.007 2.413 1.3 0.5 -2.2 0.206
H 2.675 -0.511 1.821 -2.4 -0.6 -1.3 0.321
H 3.400 1.250 -2.194 -0.8 -2.0 1.6 0.464
H 4.251 -0.712 0.305 -0.4 2.5 -1.3 0.296
H 6.565 0.243 -0.247 -1.9 0.3 -1.7 0.334
H 5.854 -0.367 -1.937 -0.5 1.4 1.9 0.317
H 5.814 1.487 -1.478 -0.1 -2.1 0.7 0.359
H 1.217 2.003 -2.756 -0.7 -0.7 1.7 0.332
H -1.143 2.868 -2.375 1.5 -1.8 1.9 0.293
H -3.152 3.102 -0.851 0.2 -1.8 1.5 0.412
H -2.917 2.953 1.014 0.1 -1.4 -2.2 0.279
H -5.176 1.822 0.204 2.3 -1.2 -0.1 0.342
H -4.131 0.650 1.245 0.3 1.2 -2.2 0.291
H -4.300 0.645 -2.071 0.4 -1.0 2.1 0.199
H -3.394 -0.696 -1.004 -1.6 1.8 0.0 0.174
H -5.989 -0.386 0.156 0.7 -0.7 -1.8 0.246
H -5.553 -1.609 -1.000 -0.2 1.8 0.5 0.253
H -1.243 -1.296 3.497 -1.3 0.5 -1.8 0.383

Results for DFT total energy: -76338.37031, -78060.58601, -35533.44292, -179798.68586, -163070.04219 (in eV, following the order of the records).